*one*
Formula: C3H16O5
Source: OMol25
Level of theory: ωB97M-V with the def2-TZVPD basis set

The geometry in XYZ format:
```
24
Properties=species:S:1:pos:R:3:nbo_charge:R:1
O 1.550 -1.247 -1.716 -0.99
O -0.954 2.518 -0.774 -0.95
O 2.435 -1.623 0.949 -0.96
O 2.040 0.613 1.595 -1.01
O 1.677 1.354 -1.086 -0.98
C -1.676 -0.456 0.103 -0.18
C -1.443 0.105 1.284 -0.43
C -2.973 -1.052 -0.388 -0.65
H 2.226 -1.528 -0.011 0.51
H -2.315 0.351 1.887 0.18
H -1.725 2.152 -0.372 0.49
H -2.847 -2.127 -0.495 0.22
H -0.454 0.328 1.651 0.23
H 2.146 -2.517 1.139 0.48
H 2.578 0.852 2.346 0.47
H 2.102 -0.346 1.510 0.49
H -1.241 3.351 -1.089 0.47
H -3.176 -0.637 -1.380 0.21
H -0.829 -0.704 -0.529 0.20
H 2.109 1.379 -0.235 0.51
H -3.820 -0.810 0.252 0.21
H 0.780 1.637 -0.905 0.50
H 2.364 -1.299 -2.222 0.47
H 1.448 -0.291 -1.513 0.51
```

Computed properties:
HOMO (Eh): -0.35228
SMILES string: C=CC.O.O.O.O.O
Orbital gap (eV): 10.2936
Lowest unoccupied orbital energy (Ha): 0.026



*two*
Formula: C3H16O5
Source: OMol25
Level of theory: ωB97M-V with the def2-TZVPD basis set

The geometry in XYZ format:
```
24
Properties=species:S:1:pos:R:3:nbo_charge:R:1
O 1.269 -2.450 0.474 -0.96
O -1.108 -1.023 -0.052 -0.77
O 0.420 1.559 1.559 -0.95
O 2.106 3.456 -1.072 -0.94
O 2.224 -2.012 3.340 -0.94
C -1.959 -0.329 -0.967 0.10
C -1.747 1.165 -0.589 -0.63
C -1.280 -0.507 -2.326 -0.62
H -0.200 1.909 2.202 0.48
H 3.024 -2.365 3.719 0.47
H 0.476 -2.694 -0.026 0.49
H -2.159 1.945 -1.227 0.21
H 1.509 -3.282 0.886 0.47
H 0.739 0.741 1.958 0.48
H 1.655 3.231 -0.246 0.47
H -0.384 -0.531 0.343 0.48
H -0.683 1.297 -0.586 0.21
H -1.353 -1.552 -2.668 0.21
H -0.239 -0.252 -2.140 0.21
H -2.167 1.362 0.392 0.21
H 2.515 -1.630 2.503 0.47
H 1.965 2.642 -1.564 0.46
H -1.681 0.089 -3.124 0.21
H -2.942 -0.771 -0.789 0.19
```

Computed properties:
HOMO (Eh): -0.37532
SMILES string: CC(C)O.O.O.O.O
Orbital gap (eV): 10.6345
Lowest unoccupied orbital energy (Ha): 0.015



*three*
Formula: C3H16O5
Source: OMol25
Level of theory: ωB97M-V with the def2-TZVPD basis set

The geometry in XYZ format:
```
24
Properties=species:S:1:pos:R:3:nbo_charge:R:1
O 29.546 -6.138 1.497 -0.74
O 32.282 -7.641 2.572 -0.97
O 28.960 -5.607 4.630 -0.96
O 31.550 -5.129 3.736 -0.99
O 32.997 -2.709 6.010 -0.94
C 28.334 -4.072 0.965 -0.63
C 29.227 -5.209 0.470 0.10
C 28.573 -5.971 -0.675 -0.62
H 28.828 -3.566 1.800 0.21
H 30.664 -5.215 4.157 0.51
H 27.558 -6.289 -0.439 0.20
H 30.175 -4.827 0.073 0.16
H 28.756 -5.338 5.534 0.48
H 31.423 -8.038 2.395 0.47
H 33.387 -2.717 6.892 0.47
H 32.123 -4.782 4.428 0.49
H 28.170 -3.347 0.169 0.21
H 27.394 -4.451 1.366 0.21
H 33.731 -2.910 5.417 0.47
H 32.078 -6.748 2.924 0.49
H 28.247 -6.204 4.374 0.50
H 30.110 -5.683 2.135 0.48
H 28.521 -5.329 -1.559 0.21
H 29.214 -6.803 -0.967 0.22
```

Computed properties:
HOMO (Eh): -0.36690
SMILES string: CC(C)O.O.O.O.O
Orbital gap (eV): 10.2687
Lowest unoccupied orbital energy (Ha): 0.010



*three* comes first in stability; the runner-up is 7.8 kcal/mol higher.



*one*
Formula: C2H6N4O
Source: OMol25
Level of theory: ωB97M-V with the def2-TZVPD basis set

The geometry in XYZ format:
```
13
Properties=species:S:1:pos:R:3:nbo_charge:R:1
O -0.142 0.416 -0.592 -0.39
N 1.123 1.541 2.457 -0.66
N -0.196 -0.927 -2.369 -0.82
N -0.238 0.626 0.745 -0.35
N -0.898 -1.844 -0.349 -0.77
C 0.994 0.982 1.350 0.27
C -0.480 -0.863 -1.042 0.68
H -0.548 -1.774 -2.880 0.41
H 0.256 1.844 2.878 0.33
H 1.847 0.608 0.811 0.17
H -0.961 1.279 0.980 0.36
H -0.845 -1.692 0.626 0.36
H -0.237 -0.082 -2.912 0.39
```

Computed properties:
HOMO (Eh): -0.35543
SMILES string: [H]/N=C\NO/C(N)=N\[H]
Orbital gap (eV): 10.4570
Lowest unoccupied orbital energy (Ha): 0.029



*two*
Formula: C2H6N4O
Source: OMol25
Level of theory: ωB97M-V with the def2-TZVPD basis set

The geometry in XYZ format:
```
13
Properties=species:S:1:pos:R:3:nbo_charge:R:1
O 2.366 -0.393 -1.020 -0.55
N -0.412 -0.131 -0.949 -0.22
N 0.526 0.881 1.780 -0.61
N 1.524 0.481 0.957 -0.38
N -0.483 -1.470 -1.192 -0.63
C 1.647 0.039 -0.194 0.79
C -1.359 0.433 -0.263 -0.22
H 0.321 -1.776 -1.723 0.39
H -1.502 1.492 -0.410 0.21
H -0.649 -2.055 -0.373 0.35
H 0.616 1.891 1.914 0.35
H -2.154 -0.159 0.193 0.18
H -0.439 0.768 1.278 0.33
```

Computed properties:
HOMO (Eh): -0.32093
SMILES string: NN=C=O.C=NN
Orbital gap (eV): 9.0448
Lowest unoccupied orbital energy (Ha): 0.011



*one* comes first in stability; the runner-up is 42.6 kcal/mol higher.